DFT (the ωB97M-V functional and the def2-TZVPD basis) results for a 3-piece molecular cluster, C3H8N2O2 overall.

```
! wB97M-V def2-TZVPD RIJCOSX def2/J DEFGRID3
* xyz 0 1
C 2.699 -1.006 -1.696
C 1.607 -1.680 -1.299
O 1.883 1.019 -0.263
N -2.783 0.716 1.487
C -1.733 0.277 0.836
N -0.738 1.239 0.738
O -1.502 -0.849 0.350
H 3.322 -1.574 -2.377
H 2.935 -0.019 -1.232
H 1.032 -1.297 -0.462
H 1.554 -2.753 -1.465
H -1.043 2.168 1.003
H -3.456 -0.035 1.643
H 1.955 1.967 -0.457
H 0.224 1.098 0.441
*
```

- Relative energy (zero: lowest compared OMol25 entry of this formula, charge and spin): 216.7 kcal/mol
- LUMO: -5.49 eV
- Calculated total energy: -378.7956 Eh
- Gap between HOMO and LUMO: 3.480 eV



DFT (the ωB97M-V functional and the def2-TZVPD basis) results for C5H11FTa as an isolated structure.

```
! wB97M-V def2-TZVPD RIJCOSX def2/J DEFGRID3
* xyz -1 1
C 3.661 -0.869 -0.820
C 2.729 -0.124 -0.595
Ta 1.004 1.203 0.126
C -0.623 -0.071 -0.969
F -0.044 -0.866 -1.969
C -1.461 -1.008 -0.115
C -2.150 -0.346 1.056
H 4.503 -1.475 -0.748
H 1.205 2.241 -1.414
H -0.389 2.259 0.723
H 0.830 0.103 1.629
H 2.229 2.282 1.041
H -1.315 0.590 -1.480
H -2.253 -1.416 -0.742
H -0.858 -1.850 0.195
H -1.467 -0.052 1.828
H -2.750 0.490 0.737
H -2.839 -1.060 1.494
*
```

- LUMO: 2.89 eV
- Calculated total energy: -353.7430 Eh
- Gap between HOMO and LUMO: 7.565 eV



DFT (the ωB97M-V functional and the def2-TZVPD basis) results for C38H35ClN2Si2Y as an isolated structure.

```
! wB97M-V def2-TZVPD RIJCOSX def2/J DEFGRID3
* xyz 1 1
C -1.484 -0.643 0.255
C -2.016 -0.508 -1.065
C -2.055 -1.812 -1.652
H -2.421 0.403 -1.509
C -1.527 -2.739 -0.709
C -1.165 -2.016 0.464
H -0.787 -2.454 1.389
H -1.444 0.138 1.016
H -2.489 -2.071 -2.617
H -1.472 -3.820 -0.836
Y 0.422 -1.194 -1.450
Si 2.054 2.935 -3.752
C 0.985 4.137 -4.673
C 1.277 4.461 -6.007
H 2.168 4.045 -6.483
C 0.419 5.295 -6.726
H 0.638 5.523 -7.771
C -0.733 5.814 -6.128
H -1.413 6.446 -6.704
C -1.009 5.520 -4.790
H -1.901 5.929 -4.312
C -0.142 4.702 -4.055
H -0.340 4.503 -2.997
C 1.281 1.218 -3.870
C -0.077 0.964 -3.616
H -0.757 1.780 -3.354
C -0.642 -0.327 -3.912
H -1.722 -0.428 -4.033
C 0.172 -1.533 -3.733
H -0.239 -2.545 -3.657
C 1.622 -1.258 -3.772
H 2.321 -2.088 -3.711
C 2.012 0.036 -4.295
H 3.007 0.171 -4.726
H 1.947 3.283 -2.313
Si 0.580 -0.794 -5.323
C 0.734 -2.278 -6.518
C -0.324 -2.539 -7.390
H -1.203 -1.889 -7.392
C -0.262 -3.623 -8.272
H -1.092 -3.816 -8.952
C 0.869 -4.451 -8.280
H 0.921 -5.297 -8.967
C 1.929 -4.188 -7.405
H 2.813 -4.826 -7.405
C 1.861 -3.104 -6.520
H 2.696 -2.909 -5.842
C 0.159 0.511 -6.679
C -1.038 1.228 -6.685
H -1.819 1.037 -5.946
C -1.258 2.217 -7.651
H -2.185 2.791 -7.632
C -0.290 2.481 -8.622
H -0.466 3.253 -9.374
C 0.916 1.772 -8.608
H 1.686 1.985 -9.349
C 1.138 0.793 -7.634
H 2.085 0.245 -7.632
H 3.384 3.165 -4.105
Cl 1.480 -3.476 -1.522
N 0.622 1.264 -0.768
C 1.185 1.552 0.531
C 1.201 2.837 1.047
C 1.751 3.061 2.326
C 2.259 2.011 3.073
C 2.255 0.679 2.573
C 2.691 -0.440 3.313
C 2.588 -1.707 2.764
C 2.078 -1.847 1.467
N 1.667 -0.807 0.722
C 1.730 0.458 1.259
H -0.317 1.662 -0.846
H 1.148 1.779 -1.484
H 0.790 3.661 0.458
H 1.771 4.074 2.726
H 2.673 2.177 4.071
H 3.090 -0.277 4.313
H 2.884 -2.605 3.301
H 1.998 -2.827 0.987
*
```

- Relative energy (zero: lowest compared OMol25 entry of this formula, charge and spin): 0.0 kcal/mol
- LUMO (alpha / beta): -4.10 / -4.18 eV
- Calculated total energy: -2655.8562 Eh
- Gap between HOMO and LUMO (alpha / beta): 5.971 / 5.842 eV



DFT (the ωB97M-V functional and the def2-TZVPD basis) results for C21H8Cl77O7P3 as an isolated structure.

```
! wB97M-V def2-TZVPD RIJCOSX def2/J DEFGRID3
* xyz 0 1
C -6.384 -0.176 2.458
P -4.598 -0.012 2.943
C -4.291 -0.581 4.690
O -3.550 -0.785 1.800
P -2.982 0.364 0.735
O -3.215 -0.163 -0.617
O -3.890 1.749 0.924
Cl -3.043 2.974 1.726
O -1.428 0.770 1.111
P -0.327 0.360 -0.063
O -0.241 -1.100 -0.320
O -0.636 1.131 -1.467
O 1.087 0.961 0.486
H -7.040 -0.641 3.225
H -6.528 -0.745 1.514
H -6.745 0.850 2.246
H -3.736 0.244 5.182
H -3.638 -1.474 4.771
H -5.225 -0.737 5.261
H 0.126 1.745 -1.759
H 1.677 0.207 0.647
C -1.283 -1.086 -4.937
Cl -0.581 -2.730 -5.142
Cl 0.032 0.103 -4.808
Cl -2.278 -0.693 -6.348
Cl -2.284 -1.056 -3.485
C 2.122 2.451 -2.249
Cl 3.058 3.754 -3.001
Cl 0.849 3.174 -1.205
Cl 1.376 1.455 -3.524
Cl 3.197 1.441 -1.272
C -3.094 -3.368 7.247
Cl -2.620 -4.745 8.255
Cl -2.651 -1.859 8.062
Cl -2.255 -3.463 5.691
Cl -4.846 -3.407 6.985
C 5.589 3.474 1.327
Cl 5.501 1.738 1.676
Cl 7.286 3.965 1.200
Cl 4.746 3.817 -0.190
Cl 4.803 4.373 2.634
C 1.348 -3.765 3.787
Cl 0.998 -2.888 2.292
Cl 3.087 -4.075 3.898
Cl 0.829 -2.796 5.174
Cl 0.473 -5.307 3.785
C -0.496 -1.317 -10.130
Cl -2.040 -0.605 -10.627
Cl -0.673 -2.041 -8.525
Cl -0.016 -2.560 -11.296
Cl 0.744 -0.054 -10.071
C -6.668 0.012 -3.412
Cl -7.522 -1.472 -3.873
Cl -7.017 1.284 -4.595
Cl -7.221 0.532 -1.807
Cl -4.928 -0.296 -3.366
C -3.066 5.424 5.439
Cl -4.284 6.671 5.132
Cl -1.493 6.199 5.764
Cl -3.583 4.427 6.803
Cl -2.890 4.396 4.007
C -1.128 6.723 -2.145
Cl -0.411 5.757 -3.444
Cl -2.490 7.654 -2.785
Cl -1.702 5.651 -0.855
Cl 0.090 7.829 -1.492
C 3.003 -4.365 8.054
Cl 4.003 -5.453 7.083
Cl 1.318 -4.913 8.007
Cl 3.578 -4.371 9.729
Cl 3.107 -2.723 7.398
C 3.032 -2.366 -5.715
Cl 3.750 -1.502 -4.338
Cl 1.219 -2.502 -5.470
Cl 3.364 -1.470 -7.212
Cl 3.737 -3.990 -5.828
C 7.822 8.258 1.171
Cl 6.361 7.318 1.514
Cl 7.806 8.777 -0.521
Cl 7.871 9.679 2.225
Cl 9.256 7.256 1.467
C -0.266 3.965 9.703
Cl -1.199 2.476 9.467
Cl -0.754 5.163 8.493
Cl -0.573 4.601 11.327
Cl 1.461 3.614 9.525
C -7.362 -3.912 2.007
Cl -7.873 -2.986 0.587
Cl -5.609 -4.153 1.954
Cl -7.787 -3.026 3.484
Cl -8.178 -5.482 2.008
C 4.037 -9.307 5.371
Cl 2.808 -8.126 4.890
Cl 5.477 -8.455 5.954
Cl 3.397 -10.335 6.662
Cl 4.469 -10.309 3.977
C 1.781 -3.372 -14.864
Cl 0.503 -2.201 -15.227
Cl 3.271 -2.510 -14.450
Cl 1.284 -4.379 -13.495
Cl 2.061 -4.397 -16.277
C 0.852 2.880 4.758
Cl 2.153 1.705 5.013
Cl -0.169 2.334 3.421
Cl -0.125 3.016 6.230
Cl 1.556 4.455 4.355
C -0.885 -6.507 -18.228
Cl -2.343 -7.511 -18.268
Cl -0.566 -5.864 -19.847
Cl -1.120 -5.167 -17.097
Cl 0.493 -7.488 -17.701
C 7.595 5.198 5.727
Cl 8.291 6.093 7.087
Cl 5.853 4.997 5.982
Cl 7.874 6.092 4.225
Cl 8.360 3.605 5.614
*
```

- LUMO: -0.89 eV
- Calculated total energy: -37790.1446 Eh
- Gap between HOMO and LUMO: 7.228 eV



DFT (the ωB97M-V functional and the def2-TZVPD basis) results for C4H16BO10SV2 as an isolated structure.

```
! wB97M-V def2-TZVPD RIJCOSX def2/J DEFGRID3
* xyz -1 1
O 13.461 8.157 17.516
V 12.023 7.531 17.386
O 12.112 5.926 17.404
O 8.512 8.577 15.028
V 9.568 9.246 15.971
O 9.899 10.705 15.442
S 10.481 8.782 19.365
O 11.371 7.555 19.344
O 10.502 9.236 17.885
O 9.106 8.442 19.707
O 11.082 9.786 20.194
B 11.577 7.980 15.121
H 12.546 7.277 15.216
H 11.594 8.901 15.844
H 11.343 8.283 13.975
H 10.695 7.329 15.556
C 11.874 5.262 12.080
O 10.623 5.435 12.706
H 12.649 4.919 12.778
H 11.759 4.503 11.308
H 12.248 6.190 11.629
H 10.737 6.089 13.403
C 7.042 5.888 17.111
C 8.559 5.758 17.132
C 9.076 5.239 15.808
O 9.126 7.068 17.325
H 6.644 6.039 18.116
H 6.589 4.963 16.746
H 6.750 6.692 16.437
H 8.895 5.116 17.948
H 8.799 5.917 14.998
H 8.614 4.272 15.596
H 10.156 5.103 15.805
H 8.789 7.418 18.171
*
```

- LUMO: 1.03 eV
- Calculated total energy: -3225.5754 Eh
- Gap between HOMO and LUMO: 8.088 eV



DFT (the ωB97M-V functional and the def2-TZVPD basis) results for one molecule with the formula C23H40N2O3.

```
! wB97M-V def2-TZVPD RIJCOSX def2/J DEFGRID3
* xyz 0 1
C -1.218 1.745 4.148
C -1.993 1.546 3.094
C -2.085 0.247 2.358
O -1.876 0.479 0.972
C -2.727 -0.281 0.125
C -2.401 0.124 -1.302
C -0.950 -0.261 -1.552
O -0.574 -1.425 -1.517
N -0.095 0.751 -1.841
C -0.083 2.129 -1.305
C 1.381 1.900 -0.865
C 2.440 2.930 -1.202
C 3.816 2.417 -0.774
C 3.819 2.005 0.696
N 2.753 1.048 0.959
C 3.065 -0.237 1.314
O 4.224 -0.576 1.497
C 1.920 -1.217 1.570
C 1.502 -1.018 3.032
C 2.357 -2.652 1.248
C 2.699 -2.783 -0.235
C 1.262 -3.654 1.607
C 1.438 1.552 0.622
C 1.361 0.608 -1.715
C -3.359 -0.468 -2.372
C -2.766 -0.214 -3.760
C -4.704 0.260 -2.281
C -3.584 -1.970 -2.184
H -1.202 2.693 4.670
H -0.579 0.958 4.532
H -2.623 2.344 2.713
H -1.352 -0.472 2.738
H -3.082 -0.184 2.508
H -2.538 -1.351 0.261
H -3.774 -0.073 0.368
H -2.492 1.212 -1.365
H -0.202 2.875 -2.094
H -0.794 2.312 -0.499
H 2.424 3.153 -2.272
H 2.214 3.865 -0.674
H 4.089 1.548 -1.380
H 4.579 3.179 -0.943
H 4.761 1.544 0.980
H 3.657 2.886 1.329
H 1.066 -1.002 0.922
H 1.238 0.025 3.222
H 0.644 -1.637 3.289
H 2.329 -1.282 3.695
H 3.253 -2.865 1.837
H 1.812 -2.597 -0.847
H 3.487 -2.086 -0.526
H 3.052 -3.791 -0.459
H 0.326 -3.396 1.101
H 1.546 -4.655 1.280
H 1.073 -3.703 2.680
H 1.242 2.459 1.209
H 0.657 0.841 0.873
H 1.669 -0.317 -1.231
H 1.867 0.700 -2.679
H -1.843 -0.777 -3.907
H -3.475 -0.523 -4.531
H -2.547 0.846 -3.907
H -5.180 0.123 -1.309
H -4.583 1.332 -2.454
H -5.389 -0.127 -3.038
H -4.112 -2.183 -1.252
H -4.200 -2.350 -3.002
H -2.638 -2.510 -2.177
*
```

- Relative energy (zero: lowest compared OMol25 entry of this formula, charge and spin): 40.6 kcal/mol
- LUMO: 0.62 eV
- SMILES: C=CCOC[C@@H](C(=O)N1CC2(CCCN(C(=O)[C@H](C)C(C)C)C2)C1)C(C)(C)C
- Calculated total energy: -1235.6313 Eh
- Gap between HOMO and LUMO: 9.630 eV



DFT (the ωB97M-V functional and the def2-TZVPD basis) results for a 2-piece molecular cluster, C3H9NOS overall.

```
! wB97M-V def2-TZVPD RIJCOSX def2/J DEFGRID3
* xyz 0 1
O 0.639 -1.189 1.510
C 1.309 -1.234 0.504
C 1.900 0.036 -0.192
N 1.249 1.245 0.212
H 1.634 -2.211 0.030
H 2.972 0.024 0.079
H 1.826 -0.141 -1.281
H 1.714 2.091 -0.056
H -0.515 0.344 -0.676
H 1.232 1.360 1.208
C -2.878 -0.033 -0.161
S -1.508 -0.102 -1.345
H -2.587 -0.335 0.826
H -3.396 0.945 -0.193
H -3.589 -0.798 -0.466
*
```

- Relative energy (zero: lowest compared OMol25 entry of this formula, charge and spin): 31.8 kcal/mol
- LUMO: 0.86 eV
- SMILES: NCC=O.CS
- Calculated total energy: -647.8473 Eh
- Gap between HOMO and LUMO: 9.514 eV



DFT (the ωB97M-V functional and the def2-TZVPD basis) results for one molecule with the formula C3H4N2O3.

```
! wB97M-V def2-TZVPD RIJCOSX def2/J DEFGRID3
* xyz 0 1
C 1.969 -0.180 0.302
C -1.323 -0.535 -0.212
C -2.133 0.711 -0.047
H 1.436 1.838 -0.844
H 2.516 -0.993 1.031
H 0.609 -1.708 0.565
H -3.155 0.493 0.457
N 2.200 1.227 -0.244
N 0.924 -0.906 -0.298
O -0.187 -0.064 -0.713
O -1.336 -1.819 -0.088
O -1.520 1.934 0.092
*
```

- Relative energy (zero: lowest compared OMol25 entry of this formula, charge and spin): 211.2 kcal/mol
- LUMO: -2.42 eV
- SMILES: [H]/N=C\NOC(=O)C=O
- Calculated total energy: -451.6432 Eh
- Gap between HOMO and LUMO: 6.818 eV



What did the eighth record say?
DFT (the ωB97M-V functional and the def2-TZVPD basis) results for one molecule with the formula C3H4N2O3.

```
! wB97M-V def2-TZVPD RIJCOSX def2/J DEFGRID3
* xyz 0 1
C 1.969 -0.180 0.302
C -1.323 -0.535 -0.212
C -2.133 0.711 -0.047
H 1.436 1.838 -0.844
H 2.516 -0.993 1.031
H 0.609 -1.708 0.565
H -3.155 0.493 0.457
N 2.200 1.227 -0.244
N 0.924 -0.906 -0.298
O -0.187 -0.064 -0.713
O -1.336 -1.819 -0.088
O -1.520 1.934 0.092
*
```

- Relative energy (zero: lowest compared OMol25 entry of this formula, charge and spin): 211.2 kcal/mol
- LUMO: -2.42 eV
- SMILES: [H]/N=C\NOC(=O)C=O
- Calculated total energy: -451.6432 Eh
- Gap between HOMO and LUMO: 6.818 eV